1.
Molecular formula: C2H9N3O
Method: DFT, ωB97M-V with the def2-TZVPD basis set

Geometry as ORCA input:
```
! RIJCOSX wB97M-V def2-TZVPD def2/J DEFGRID3
* xyz 0 1
C -0.7781 -0.4441 -0.5464
C 0.8139 0.9244 1.7620
N -0.3321 0.8006 -0.3182
N 0.9508 0.9286 0.3097
N -1.8635 -0.6241 -1.3257
O 0.9938 -1.3223 -1.0761
H 1.4415 -2.0544 -0.6361
H -0.4626 1.4762 -1.0640
H 1.4666 0.0743 -0.0427
H -0.5117 -1.2113 0.1752
H -2.1791 0.1578 -1.8837
H -1.9249 -1.5111 -1.8005
H 0.2314 1.7857 2.1003
H 1.8142 1.0059 2.1909
H 0.3398 0.0139 2.1553
*
```

HOMO level = -8.336 eV
calculated total energy = -8735.03111 eV
Kohn-Sham gap = 9.210 eV

---

2.
Molecular formula: C2H9N3O
Method: DFT, ωB97M-V with the def2-TZVPD basis set

Geometry as ORCA input:
```
! RIJCOSX wB97M-V def2-TZVPD def2/J DEFGRID3
* xyz 2 1
N -1.4296 -0.5156 0.7303
C -0.4354 -0.3271 -0.1155
C 1.0441 -0.2625 0.2575
N 1.3879 1.0009 1.1078
N -0.5758 -0.2439 -1.4204
O -1.9146 -0.2383 -1.9334
H -1.3572 -0.9489 1.6410
H -2.3321 -0.3730 0.3280
H 1.4590 -1.1676 0.9530
H 1.7205 -0.3469 -0.5281
H 1.1962 1.8440 0.6586
H 2.3780 0.9187 1.0835
H 0.8305 1.1437 1.9234
H 0.2229 0.1705 -1.9341
H -2.1946 -0.6541 -2.7516
*
```

HOMO level = -19.767 eV
calculated total energy = -8717.51722 eV
Kohn-Sham gap = 11.014 eV

---

3.
Molecular formula: C2H9N3O2
Method: DFT, ωB97M-V with the def2-TZVPD basis set

Geometry as ORCA input:
```
! RIJCOSX wB97M-V def2-TZVPD def2/J DEFGRID3
* xyz 0 1
C -1.4950 1.1823 0.0025
C -0.6600 0.2998 0.8975
N 0.8509 -0.0509 0.3476
N 1.3435 0.0802 -0.9511
O 1.7558 -0.5642 1.3184
H -1.8163 0.6700 -0.9053
H -0.9541 2.0857 -0.2963
H -2.4083 1.4827 0.5303
H -0.4562 0.7919 1.8513
H -1.1477 -0.6454 1.1437
H 1.9792 -0.6142 -1.3453
H 1.3075 1.0348 -1.3135
H 2.4572 0.1099 1.3729
N 0.0184 -2.1559 -1.0189
O -0.9997 -1.6644 -1.5830
H 0.2247 -2.0424 -0.0507
*
```

HOMO level (alpha / beta) = -7.505 / -7.505 eV
calculated total energy = -10777.88212 eV
Kohn-Sham gap (alpha / beta) = 7.455 / 7.466 eV

---

Calculated energy relative to the best compared isomer or geometry (same formula, charge and spin) in order - 3.4086, 2.0453, 8.1603 eV